No. 1
{"formula": "C24H16Br2CoN4O6S2", "method": "ωB97M-V with the def2-TZVPD basis set", "species": ["Co", "O", "C", "C", "C", "C", "C", "C", "C", "O", "N", "N", "C", "C", "C", "C", "C", "C", "C", "O", "H", "H", "H", "H", "H", "H", "H", "H", "H", "H", "Br", "C", "C", "C", "N", "C", "C", "C", "C", "C", "Br", "C", "C", "N", "H", "H", "H", "H", "H", "H", "O", "S", "O", "O", "S"], "xyz": [[-0.1745, 0.2084, -0.2699], [2.6600, -0.7212, 3.1452], [2.7883, -1.9670, 2.7165], [3.7469, -2.7388, 3.4024], [3.9807, -4.0598, 3.0874], [3.2564, -4.6782, 2.0702], [2.3147, -3.9320, 1.3854], [2.0729, -2.5881, 1.6712], [1.0963, -1.8352, 0.8417], [1.2627, -0.5749, 0.7528], [0.1432, -2.5161, 0.2364], [-0.6513, -1.6248, -0.4660], [-1.6127, -2.1018, -1.1602], [-2.5063, -1.3021, -1.9769], [-3.5132, -1.9770, -2.6768], [-4.4087, -1.3330, -3.5069], [-4.2929, 0.0550, -3.6464], [-3.3172, 0.7526, -2.9757], [-2.3811, 0.1183, -2.1096], [-1.4935, 0.8393, -1.5249], [1.8957, -0.1490, 2.8139], [4.2847, -2.2474, 4.2038], [4.7273, -4.6168, 3.6442], [3.4244, -5.7185, 1.8191], [1.7288, -4.3745, 0.5900], [-1.7613, -3.1816, -1.1366], [-3.5814, -3.0537, -2.5475], [-5.1806, -1.8853, -4.0281], [-4.9847, 0.5927, -4.2875], [-3.2303, 1.8283, -3.0727], [3.2688, 5.7608, 0.8476], [2.1986, 4.2451, 0.4282], [0.9663, 4.0840, 1.0082], [0.2440, 2.9464, 0.6611], [0.7112, 2.0291, -0.1752], [1.9077, 2.2060, -0.7461], [2.6927, 3.3118, -0.4712], [2.3306, 1.1510, -1.7154], [3.5456, 1.1913, -2.3972], [3.8204, 0.1658, -3.2776], [5.4615, 0.1779, -4.2341], [2.9253, -0.8683, -3.4718], [1.7442, -0.8152, -2.7462], [1.4581, 0.1673, -1.9081], [0.5620, 4.7552, 1.7504], [-0.7257, 2.7418, 1.0988], [3.6631, 3.4526, -0.9210], [4.2583, 1.9874, -2.2485], [3.1343, -1.6842, -4.1478], [0.9967, -1.5977, -2.8277], [-0.8113, 2.7959, 3.4042], [-0.4299, 1.3739, 3.3169], [0.9788, 1.2816, 2.8418], [-0.6407, 0.6489, 4.5626], [-1.6071, 0.5094, 1.8520]], "homo_energy_ev": [-1.011, -1.182], "max_force_ev_per_a": 0.191, "multiplicity": 2, "total_energy_ha": -8921.981847, "e_lumo_ev": [3.43, 3.43], "homo_lumo_gap_ev": [4.444, 4.615], "total_charge": -2}



No. 2
{"formula": "C24H16BrCuF3IN7O3", "method": "ωB97M-V with the def2-TZVPD basis set", "species": ["Cu", "Br", "C", "C", "C", "C", "C", "C", "N", "N", "C", "C", "C", "C", "O", "C", "N", "C", "C", "C", "C", "H", "H", "H", "H", "H", "H", "H", "H", "H", "I", "C", "C", "N", "N", "C", "H", "H", "H", "F", "C", "F", "F", "C", "C", "C", "N", "C", "C", "H", "H", "H", "H", "O", "N", "O"], "xyz": [[-1.2114, -0.0451, -0.0735], [3.0166, -6.0632, 0.0881], [1.4971, -6.0434, 1.2058], [1.4365, -5.1434, 2.2618], [0.3116, -5.1120, 3.0694], [-0.7398, -5.9851, 2.8129], [-0.6435, -6.9187, 1.7934], [0.4697, -6.9376, 0.9675], [-1.9076, -6.0561, 3.6570], [-2.5644, -5.0497, 3.9314], [-2.2857, -3.7703, 3.3302], [-2.0320, -2.7234, 4.1916], [-1.6670, -1.4431, 3.7426], [-1.5949, -1.1705, 2.3884], [-1.2580, -0.0034, 1.8652], [-1.9409, -2.2447, 1.4867], [-1.9057, -1.9267, 0.1601], [-2.2467, -2.8139, -0.7403], [-2.6766, -4.1049, -0.3788], [-2.7033, -4.4541, 0.9458], [-2.3053, -3.5242, 1.9365], [2.2593, -4.4686, 2.4520], [0.2532, -4.4108, 3.8898], [-1.4484, -7.6274, 1.6448], [0.5421, -7.6488, 0.1569], [-2.0799, -2.9215, 5.2558], [-1.4474, -0.6548, 4.4500], [-2.1762, -2.4884, -1.7708], [-2.9800, -4.8035, -1.1447], [-3.0469, -5.4390, 1.2354], [-0.3976, 5.7822, 1.6168], [-0.6295, 4.0859, 0.4946], [-0.5208, 3.9659, -0.8784], [-0.7489, 2.6840, -1.1757], [-1.0062, 1.9641, -0.0766], [-0.9446, 2.7995, 0.9488], [-0.3024, 4.6989, -1.6356], [-0.7402, 2.1763, -2.0586], [-1.1220, 2.4341, 1.9454], [5.8283, -0.3561, 1.1219], [5.2933, -0.8542, -0.0041], [5.8363, -0.1939, -1.0332], [5.6812, -2.1420, -0.1007], [3.7904, -0.7448, -0.0238], [3.0883, -1.1307, -1.1559], [1.7122, -1.0034, -1.1409], [1.0448, -0.5234, -0.0910], [1.7240, -0.1694, 0.9949], [3.1059, -0.2634, 1.0761], [3.6016, -1.5106, -2.0287], [1.1097, -1.2826, -1.9977], [1.1271, 0.2008, 1.8205], [3.6317, 0.0373, 1.9701], [-0.8556, 0.2616, -3.9698], [-0.9491, 0.5988, -2.8213], [-1.3096, -0.3394, -2.0014]], "homo_energy_ev": [-7.785, -7.756], "max_force_ev_per_a": 0.789, "multiplicity": 2, "total_energy_ha": -6344.918063, "e_lumo_ev": [-0.35, -0.35], "homo_lumo_gap_ev": [7.430, 7.409]}